1.
66
Properties=species:S:1:pos:R:3 method="wB97M-V/def2-TZVPD" energy_ev=-147246.4890 e_above_lowest_ev=0.300 max_force_ev_per_a=1.22 charge=+3 e_homo_ev=-14.6 orbital_gap_ev=5.6711
Zr 0.161 0.086 0.009
C -2.139 -3.651 1.829
N -2.813 -2.369 1.591
C -4.177 -2.251 2.118
C -2.221 -1.402 0.965
O -1.020 -1.492 0.520
C -2.917 -0.068 0.737
O -2.182 0.644 -0.267
C -2.690 0.566 -1.608
C -1.494 0.414 -2.535
O -0.354 0.276 -1.985
N -1.665 0.432 -3.822
C -0.538 0.280 -4.749
C -2.989 0.609 -4.432
H -2.796 -4.460 1.513
H -1.933 -3.760 2.893
H -1.211 -3.708 1.273
H -4.328 -3.031 2.858
H -4.916 -2.396 1.328
H -4.346 -1.293 2.606
H -2.845 0.531 1.647
H -3.966 -0.180 0.465
H -3.240 1.481 -1.837
H -3.356 -0.291 -1.724
H 0.406 0.349 -4.219
H -0.593 1.064 -5.502
H -0.608 -0.685 -5.251
H -3.739 -0.027 -3.964
H -2.924 0.331 -5.479
H -3.309 1.651 -4.381
O 5.832 -2.423 1.382
C 4.649 -1.880 1.267
C 4.122 -0.899 2.126
C 2.870 -0.395 1.889
N 2.098 -0.788 0.851
C 2.623 -1.732 0.055
Br 1.459 -2.182 -1.394
C 3.844 -2.314 0.194
H 6.358 -2.105 2.128
H 4.693 -0.544 2.973
H 2.434 0.349 2.541
H 4.200 -3.079 -0.482
C -1.611 7.514 7.891
C -1.525 6.281 7.060
O -2.031 6.073 5.999
S -0.459 5.012 7.872
C -0.335 3.882 6.511
C 0.882 3.757 5.844
C 0.962 2.990 4.699
C -0.178 2.337 4.214
C -1.382 2.427 4.919
C -1.458 3.191 6.066
C -0.105 1.627 2.986
C -0.020 1.036 1.915
H -2.458 8.120 7.573
H -0.692 8.087 7.751
H -1.692 7.274 8.950
H 1.747 4.290 6.214
H 1.900 2.916 4.161
H -2.259 1.906 4.556
H -2.389 3.268 6.608
Cl -0.282 2.867 -0.537
C 1.459 3.125 -0.690
Cl 2.190 1.524 -0.981
H 1.842 3.516 0.247
H 1.670 3.780 -1.527

---

2.
62
Properties=species:S:1:pos:R:3 method="wB97M-V/def2-TZVPD" energy_ev=-109551.0935 e_above_lowest_ev=0.276 max_force_ev_per_a=1.32 e_homo_ev=-8.2 orbital_gap_ev=7.7543
N -1.061 4.661 2.886
C -0.972 3.408 3.372
O 0.068 2.978 3.837
C -2.265 2.607 3.349
C -2.060 1.151 2.895
N -1.072 0.518 3.745
C -1.265 -0.681 4.327
O -2.246 -1.372 4.109
C -0.175 -1.123 5.250
C -0.069 -2.488 5.503
C 0.900 -2.979 6.356
C 1.762 -2.086 6.970
Br 3.103 -2.745 8.151
C 1.665 -0.723 6.748
C 0.695 -0.242 5.887
C -1.655 1.001 1.445
C -1.566 -0.300 0.918
C -1.182 -0.524 -0.374
C -0.862 0.535 -1.258
N -0.519 0.324 -2.535
C -0.299 -0.943 -3.196
C 1.099 -1.486 -2.842
C 2.289 -0.765 -3.485
C 2.788 -1.344 -4.817
C 2.127 -0.784 -6.081
C 0.917 -1.565 -6.603
C -0.154 -1.911 -5.567
C -0.558 -0.720 -4.689
C -0.955 1.847 -0.717
N -0.661 3.009 -1.455
O -0.796 4.095 -0.912
O -0.273 2.907 -2.621
C -1.346 2.045 0.616
H -1.889 5.020 2.444
H -0.228 5.226 2.858
H -2.643 2.586 4.375
H -3.013 3.086 2.718
H -2.995 0.593 3.045
H -0.249 1.081 3.922
H -0.765 -3.156 5.018
H 0.984 -4.038 6.546
H 2.339 -0.043 7.246
H 0.622 0.825 5.737
H -1.811 -1.135 1.558
H -1.125 -1.538 -0.735
H -0.270 1.161 -3.057
H -1.037 -1.665 -2.825
H 1.192 -1.404 -1.756
H 1.150 -2.549 -3.079
H 3.118 -0.829 -2.777
H 2.062 0.295 -3.605
H 3.854 -1.114 -4.881
H 2.700 -2.431 -4.803
H 2.866 -0.780 -6.885
H 1.859 0.260 -5.908
H 0.462 -0.975 -7.403
H 1.266 -2.499 -7.049
H 0.204 -2.726 -4.941
H -1.027 -2.290 -6.102
H -0.018 0.169 -5.008
H -1.621 -0.504 -4.811
H -1.386 3.069 0.947

---

3.
65
Properties=species:S:1:pos:R:3 method="wB97M-V/def2-TZVPD" energy_ev=-78636.6939 multiplicity=3 e_above_lowest_ev=0.000 max_force_ev_per_a=1.05 charge=-1 e_homo_ev="-2.3 / -4.8" orbital_gap_ev="4.3959 / 5.0792"
Pt -0.395 -0.256 -0.245
O 0.666 -2.690 2.463
S -0.264 -2.126 1.529
O -1.593 -2.705 1.523
O -0.378 -0.589 1.755
O 0.312 -2.132 0.092
Cl 4.314 1.621 -0.147
C 4.241 -0.152 -0.005
Cl 2.826 -0.689 0.880
H 5.127 -0.484 0.518
H 4.193 -0.564 -1.007
C -5.186 -1.533 0.041
C -4.692 -0.108 0.015
C -5.563 0.980 -0.019
C -5.059 2.278 -0.067
C -5.993 3.467 -0.042
C -3.694 2.493 -0.127
C -2.761 1.421 -0.107
C -3.332 0.120 -0.004
N -1.385 1.504 -0.222
C -0.506 2.707 -0.101
C 0.267 2.555 1.222
C 0.488 2.656 -1.271
C -1.126 4.106 -0.108
H -6.232 -1.594 0.344
H -4.574 -2.131 0.718
H -5.096 -1.973 -0.955
H -6.637 0.824 -0.010
H -7.033 3.142 -0.026
H -5.848 4.107 -0.914
H -5.814 4.074 0.848
H -3.383 3.512 -0.203
H -2.690 -0.746 0.102
H 0.772 1.592 1.264
H -0.420 2.605 2.071
H 1.010 3.350 1.308
H 1.028 1.712 -1.275
H 1.213 3.465 -1.165
H -0.032 2.766 -2.226
H -1.756 4.280 0.763
H -1.682 4.303 -1.025
H -0.303 4.820 -0.062
C -1.209 -0.052 -4.429
C -1.340 -0.058 -3.050
N -0.262 -0.306 -2.261
C 0.904 -0.620 -2.806
C 1.126 -0.685 -4.203
C 0.009 -0.340 -5.010
C 2.394 -0.968 -4.780
C 3.476 -1.698 -4.284
C 3.538 -2.653 -3.229
C 4.750 -3.352 -2.969
C 4.737 -4.348 -2.030
N 3.642 -4.687 -1.327
C 2.559 -3.961 -1.608
N 2.442 -2.988 -2.503
H -2.077 0.181 -5.034
H -2.280 0.143 -2.561
H 1.721 -0.782 -2.122
H 0.126 -0.338 -6.088
H 2.519 -0.581 -5.790
H 4.390 -1.639 -4.869
H 5.648 -3.106 -3.524
H 5.633 -4.925 -1.814
H 1.665 -4.190 -1.034

---

4.
91
Properties=species:S:1:pos:R:3 method="wB97M-V/def2-TZVPD" energy_ev=-227046.8982 max_force_ev_per_a=6.77 charge=+1 e_homo_ev=-12.5 orbital_gap_ev=8.0372
Na 1.360 -4.249 -1.384
Cu -2.864 -3.231 -1.473
O -0.711 -0.928 0.302
C -0.093 -1.772 -0.499
O -0.705 -2.376 -1.350
O 1.089 -1.962 -0.364
H -0.068 -0.675 0.968
C 6.130 -0.292 2.978
C 6.272 1.187 2.592
C 6.763 1.400 1.141
F 6.806 2.680 0.625
F 7.885 0.726 0.840
F 5.056 1.687 2.744
F 7.121 1.726 3.455
O 5.082 -0.837 2.204
C 5.402 -2.078 1.600
C 4.067 -2.564 1.016
F 4.193 -3.701 0.415
F 3.012 -2.645 1.808
F 6.396 -1.889 0.730
F 5.800 -2.901 2.565
H 5.870 -0.424 4.029
H 7.103 -0.760 2.828
H 6.001 0.921 0.526
H 3.781 -1.824 0.268
C -6.051 -0.897 4.644
C -5.577 -0.621 6.068
C -4.851 0.757 6.102
F -5.669 1.744 5.608
F -4.501 1.205 7.259
F -6.586 -0.669 6.905
F -4.756 -1.583 6.496
O -4.983 -0.807 3.644
C -5.120 -1.593 2.471
C -3.960 -1.287 1.521
F -3.792 -2.077 0.487
F -3.995 -0.047 1.018
F -5.068 -2.859 2.783
F -6.314 -1.371 1.874
H -6.786 -0.158 4.329
H -6.557 -1.863 4.652
H -3.960 0.722 5.475
H -3.026 -1.421 2.068
C -2.121 -1.167 -4.345
C -2.617 0.226 -3.839
C -2.835 0.285 -2.282
F -3.389 1.455 -1.917
F -3.494 -0.679 -1.648
F -1.651 1.018 -4.276
F -3.802 0.534 -4.416
O -2.816 -2.248 -3.771
C -3.708 -3.027 -4.632
C -3.020 -3.900 -5.653
F -3.872 -4.836 -6.190
F -2.483 -3.157 -6.658
F -4.270 -3.869 -3.819
F -4.640 -2.157 -5.012
H -1.097 -1.378 -4.036
H -2.111 -1.200 -5.434
H -1.829 0.306 -1.864
H -2.224 -4.483 -5.190
C 3.470 1.252 -0.878
C 2.000 1.633 -1.156
C 1.548 1.275 -2.582
C 2.165 2.155 -3.701
C 1.736 3.622 -3.639
C 2.438 4.340 -4.809
H 3.820 0.344 -1.369
H 3.533 1.267 0.210
H 4.041 2.104 -1.246
H 1.360 1.018 -0.524
H 1.822 2.672 -0.879
H 0.469 1.427 -2.607
H 1.524 0.234 -2.903
H 3.245 2.129 -3.556
H 1.965 1.734 -4.687
H 0.653 3.611 -3.761
H 1.952 4.121 -2.694
H 3.519 4.343 -4.667
H 2.261 3.864 -5.773
H 2.136 5.387 -4.769
C -2.228 2.436 2.328
Cl -1.612 1.740 0.753
Cl -2.200 1.235 3.616
Cl -3.854 2.989 2.068
H -1.612 3.288 2.613
C 1.838 1.080 3.512
Cl 1.662 2.431 2.345
Cl 0.787 -0.319 3.098
Cl 1.462 1.684 5.119
H 2.887 0.787 3.552